The following is a quantum chemistry calculation of 14 unconnected molecules or ions with the total composition C82H192O2, from the Open Molecules 2025 dataset.

Last column: Mulliken charge in e.
Cartesian coordinates (Å):
H1 5.9832 -1.3061 3.7452  0.639
H2 -0.7248 -5.3216 9.1471  0.291
H3 -2.8190 -6.2296 -0.0221  0.329
H4 0.0757 -0.6154 -0.8948  -0.384
C1 2.0748 4.0102 1.4964  0.546
H5 2.0616 -4.9451 -0.3918  0.124
H6 7.1779 -5.3780 -6.2725  0.259
H7 -5.1190 0.7243 -3.0664  0.106
H8 -1.3308 -0.7891 -2.9612  -0.645
H9 -1.5893 -0.6104 2.7594  -0.322
H10 -4.9534 -2.2488 1.1140  0.532
H11 -2.9459 -5.5995 3.1977  0.543
C2 -5.6051 -0.2589 3.8137  -0.675
H12 -7.8566 3.8832 -3.1763  0.250
C3 0.1648 -4.8547 8.6901  -1.139
H13 -9.5477 -0.2527 -1.4540  0.420
C4 -4.6398 3.3884 -5.5836  -0.240
H14 -3.5737 -4.4165 5.5103  0.476
H15 -2.4776 -3.3773 -3.6550  0.333
H16 -2.5705 -4.0870 2.5733  -0.323
H17 -1.3050 -2.0015 0.6983  -0.560
H18 -2.1238 -4.7998 7.2330  0.448
C5 -5.3277 1.1882 3.3494  -0.152
C6 6.9618 0.3246 -3.4895  -0.932
C7 -1.1446 1.0133 1.3282  1.269
H19 7.7892 -6.7184 -2.7518  0.391
H20 -2.0237 -8.3983 -0.7894  0.331
H21 7.6038 -3.9973 -1.6921  0.231
H22 3.9494 2.9663 1.6279  0.535
C8 -4.2893 3.2749 4.2533  -1.749
C9 4.5814 0.6564 -2.7977  -1.110
C10 -8.5316 0.1887 -1.6004  -0.615
C11 -5.8257 0.9741 -3.8316  -0.129
H23 1.0173 -5.3523 9.1327  0.412
C12 8.2219 -0.1394 -5.7251  -0.340
C13 3.0204 -3.4835 -6.0308  -1.326
C14 5.3343 -4.5289 -6.1323  -0.716
H24 -2.4485 -2.4201 -2.1223  0.172
H25 -2.8890 6.1871 2.6578  0.588
H26 8.4130 -6.8048 -4.4337  0.389
H27 1.4186 0.4973 10.1685  0.344
H28 -0.8643 5.2567 0.6262  -0.621
C15 -4.0563 2.0142 -5.3971  0.905
H29 5.5925 -3.5046 -5.9822  0.225
H30 0.1261 -5.8967 6.7284  0.369
C16 -3.5960 4.4466 -5.9662  -1.488
H31 -3.3230 1.9911 -4.5615  -1.094
C17 -0.7342 0.3579 5.1774  2.026
C18 -2.1769 6.9009 0.1393  -1.519
H32 2.8820 -3.7280 -7.0928  0.406
C19 -2.2748 6.6818 -1.3183  0.761
H33 -3.2386 1.3914 4.0018  -0.905
C20 0.0531 -4.8752 7.1648  0.037
H34 -1.6348 2.3730 -3.1008  -0.087
H35 -8.6936 1.4753 -4.0837  0.187
H36 -3.8692 1.9297 -0.7326  0.300
H37 1.8129 4.0858 2.6008  0.317
C21 -9.1559 4.0657 -4.9714  -1.380
H38 3.5245 -5.5947 -5.5252  0.356
H39 -7.4388 2.0047 -2.0728  -0.245
H40 -0.2366 1.3460 0.7587  -0.286
H41 -4.8237 -0.4604 1.1578  -0.335
C22 6.4358 0.5410 1.7374  -1.693
H42 5.0574 -4.6336 -7.1744  0.428
H43 3.3779 -2.6932 -2.0119  0.275
H44 -5.1533 1.2675 2.3103  0.150
H45 -5.0944 3.7879 -4.6743  0.123
H46 5.0415 -3.4636 4.5459  0.352
H47 5.7180 -5.7782 -3.6145  -0.211
H48 -2.4106 -3.7105 0.2155  -0.590
C23 -0.0207 1.7391 5.0048  -0.986
H49 3.7604 7.5052 2.3927  0.447
H50 -4.4339 3.7127 3.2255  0.212
H51 -0.9203 0.4956 9.4278  0.427
H52 -4.3626 1.4175 5.3156  0.476
H53 -0.2859 4.5783 2.8764  -0.354
C24 3.9802 -4.5660 -5.4252  0.974
H54 -6.3438 -0.2040 4.5792  0.548
C25 2.7822 7.3271 2.7806  -0.577
H55 2.7560 5.4510 0.0254  0.094
H56 -4.3170 -4.5004 3.1381  0.453
H57 1.1972 -3.7247 -1.3317  -0.915
H58 -1.8976 -0.7568 6.6444  0.208
H59 9.0293 -0.0786 -3.7242  0.422
H60 1.3652 -6.0541 -2.2727  0.319
H61 0.0788 -2.3107 1.7647  0.610
C26 -1.2255 0.1392 6.5717  -0.529
H62 4.4202 0.1651 2.3923  0.151
H63 0.7261 0.7836 7.3153  0.400
H64 -0.8770 -1.2369 9.0193  0.167
H65 -8.9654 5.1227 -5.0680  0.393
H66 -1.2365 6.9067 2.6100  0.361
C27 -0.6607 1.8953 -3.3045  2.076
H67 -1.6917 5.2239 -5.2475  0.538
H68 -0.7570 -3.8802 -0.5147  -0.653
O1 -2.3592 -4.4511 -1.8502  -0.537
H69 -3.4284 3.7036 4.7112  0.514
H70 7.2459 0.1252 -6.1341  0.310
H71 -1.9890 7.8041 -3.2417  0.380
C28 -9.1704 2.1504 -3.3275  -0.693
H72 -6.6713 0.3221 -3.7803  0.270
H73 1.1231 8.3422 3.6155  0.278
H74 1.6632 5.7490 -1.8019  0.192
H75 -1.0561 5.1697 4.2750  0.720
C29 -0.2728 -0.3028 9.0594  -0.387
C30 -5.1031 0.8809 -5.2051  -1.211
C31 -2.2663 7.9285 -2.2256  -1.736
H76 6.9585 1.3719 -3.7783  0.343
C32 -0.5695 0.7365 -4.3217  -1.492
H77 -3.7984 -1.3748 2.2009  -0.479
H78 -1.0241 -8.1472 0.6366  0.383
H79 -8.0564 -0.5317 -2.2708  0.302
H80 2.0606 -3.4337 -5.5371  0.372
C33 -1.8790 5.6556 0.9263  1.216
H81 -7.7664 -0.9489 0.0527  0.397
O2 -0.8116 -6.6041 -0.7127  -0.186
H82 -1.8359 0.9866 6.9096  0.497
C34 -1.4871 -0.4472 -4.0385  0.016
H83 6.8541 0.9255 2.6876  0.338
H84 -0.2791 -8.5069 -0.8854  0.258
C35 -1.2652 4.8467 3.2977  0.104
H85 -3.5171 1.7867 -6.3198  0.527
H86 -4.4804 -0.0371 -5.1160  0.285
H87 -0.4538 4.3219 -2.1350  -0.808
C36 8.0790 -0.3691 -4.1871  -0.723
H88 -8.4546 3.5836 -5.6717  0.256
H89 7.2864 -0.0319 1.3279  0.409
H90 4.9539 -4.4266 3.1616  0.381
H91 -1.5206 0.3091 4.4262  -1.925
H92 -1.5818 8.6456 -1.8450  0.406
H93 -1.4103 1.8150 2.0336  -0.489
H94 5.4445 -1.2109 -3.3953  -0.235
C37 -1.4529 -4.3389 5.1040  -0.278
C38 6.6080 -5.6550 -4.2268  0.845
H95 -8.3712 0.7178 0.4660  0.333
H96 3.2800 -2.7791 -0.3520  -0.383
C39 3.0426 -4.2635 4.0841  -0.812
H97 5.1917 -0.0724 -4.7074  0.437
C40 -0.4041 -1.5493 1.1142  0.579
H98 0.7532 -0.9172 10.8963  0.479
H99 2.3805 -4.3075 3.1919  0.090
H100 1.3960 2.4464 -3.5443  0.251
C41 0.0504 -0.0674 7.5075  -0.530
H101 -0.7006 2.5930 5.1357  0.127
C42 -2.0606 -3.3223 -2.6353  -0.421
H102 4.5062 -5.0213 -0.3474  0.402
C43 5.2404 -0.3921 1.8791  1.140
C44 -4.2244 1.7546 4.2719  0.980
H103 0.6797 1.9183 5.8181  0.371
C45 -2.3603 0.8302 0.3399  2.656
H104 -1.1360 -5.3462 4.7842  0.446
H105 -2.8720 4.5507 -3.9744  0.039
H106 -0.6125 1.1054 -5.3660  0.297
H107 -2.3063 2.8712 -0.5247  -0.367
H108 -0.0336 -0.4132 4.8559  0.272
H109 -0.7154 -3.6883 4.6233  0.088
H110 -3.2021 6.1894 -1.3747  0.486
H111 3.1746 -5.1945 4.6012  0.490
H112 0.9889 -2.0454 -0.4611  -1.003
H113 5.7828 -6.5666 -6.0316  0.244
H114 1.6169 -1.2241 9.6070  0.324
H115 -0.5488 1.4217 -2.2846  -0.717
H116 1.8688 9.0670 2.2323  0.361
C46 8.9367 -1.2681 -6.4627  -1.163
H117 -6.7997 0.5652 -0.3849  -0.079
H118 1.1785 5.7353 -3.4396  0.334
H119 1.8268 7.3420 0.8108  0.547
H120 9.8600 -1.5164 -5.9677  0.345
H121 -1.8827 4.0182 3.2376  -0.539
H122 5.6269 -2.8749 0.3109  -1.171
H123 -5.2128 3.6199 4.7145  0.516
C47 -8.9341 3.6196 -3.5038  -0.274
C48 -1.2930 -4.3374 6.6744  -0.538
H124 -3.0337 -2.9846 4.7478  -0.127
H125 3.7003 5.3659 1.5886  0.562
H126 -1.4876 -5.7979 1.1062  0.291
C49 5.8357 -3.2653 -0.6683  1.885
H127 -4.1543 5.3194 -6.0725  0.489
H128 7.0092 -7.7288 -3.9296  0.348
H129 3.0527 2.7360 0.1199  0.270
H130 -2.5758 4.8795 0.8151  0.299
C50 -1.0963 -8.0202 -0.4291  -0.927
H131 8.8223 0.7821 -5.8410  0.302
C51 -2.9125 -4.0149 4.6833  -0.136
H132 -8.9464 2.1405 -1.1430  0.652
H133 3.4906 -2.4598 -5.9668  0.187
C52 6.2512 -5.5920 -5.7238  -0.535
C53 5.5529 -1.6508 2.7805  -0.953
H134 7.0118 -4.7078 -3.8192  -0.206
C54 7.2258 -3.9172 -0.6610  -1.472
C55 -3.0564 2.1248 -0.0239  -0.429
H135 3.6336 0.7614 -3.2595  0.184
H136 4.8999 -4.6712 -2.0221  -1.018
C56 -8.5303 1.6743 -2.0065  -0.417
H137 7.1483 0.2687 -2.4662  0.488
C57 4.3973 -3.6701 3.6636  -0.803
C58 1.5505 5.0516 -2.6684  -1.236
C59 2.9694 2.7640 1.1776  -1.306
C60 4.6289 -4.1781 -1.0880  0.507
H138 3.5013 -1.7006 3.5050  0.430
C61 7.5394 -6.7915 -3.7958  -1.592
H139 -4.7117 -0.6861 4.2314  0.045
H140 -2.5183 -0.1120 -3.9188  -0.139
H141 9.1526 -1.1218 -7.5022  0.403
H142 5.8194 -2.3805 -1.3533  -0.388
H143 2.6719 9.2303 3.7872  0.387
C62 -1.7289 -5.8446 0.0243  -0.913
H144 4.9849 1.6475 -2.6263  0.581
C63 -7.7998 0.1117 -0.2459  -0.697
C64 -1.8111 5.9965 2.4489  -1.335
H145 0.4486 3.4027 -4.4610  0.484
H146 0.3635 -3.8026 9.0254  0.083
H147 -1.2790 -3.3293 7.0713  -0.173
C65 2.1875 -5.3228 -2.4252  -1.286
H148 0.0794 -0.1759 2.6516  0.709
C66 0.5034 -1.0832 -0.0599  0.594
H149 2.5979 4.7374 -2.9054  0.319
H150 -5.8050 0.8010 -6.0565  0.482
C67 2.0697 8.5934 3.1650  -1.331
H151 6.2551 1.3445 0.9888  0.318
C68 2.1518 -4.2823 -1.2675  0.695
H152 4.4596 0.2050 -1.7926  -0.040
H153 1.0985 3.8178 1.1085  -0.191
C69 -0.7465 -0.3698 2.0257  -0.498
H154 -10.2115 1.8834 -3.2915  0.577
H155 3.6374 -2.5495 2.0101  -0.573
H156 -0.9768 -3.2168 -2.6671  0.171
H157 1.0562 6.2746 2.0501  -0.290
C70 -5.9793 -1.2591 2.7507  -1.019
H158 2.9731 -6.0443 -2.3435  0.461
H159 0.3443 1.8423 4.0118  0.110
C71 2.7205 5.3929 1.1197  -1.112
H160 -6.8778 -0.9859 2.2404  0.192
H161 4.0657 -4.4635 -4.3528  -0.775
H162 -1.8514 3.4929 -5.1608  -0.186
H163 2.5828 1.8381 1.5609  0.088
H164 -6.2305 1.9952 -3.6480  -0.206
H165 -2.0393 0.3425 -0.6214  -0.785
H166 -1.4392 5.9842 -1.6209  -0.524
C72 3.3761 -3.4363 -1.2102  0.705
H167 2.1347 -4.8934 -3.4545  0.063
H168 -6.2304 1.7764 3.5913  0.355
H169 -9.6190 4.0989 -2.7816  0.347
H170 -1.3363 7.5508 0.3623  0.313
C73 -3.2528 -4.5445 3.3093  -0.809
H171 8.3619 -2.2156 -6.4632  0.113
C74 4.2251 -2.3514 2.9647  0.630
H172 -3.0487 7.3294 0.4923  0.530
H173 6.3281 -2.3750 2.2873  0.096
H174 0.7736 3.3561 -1.5485  -0.452
H175 -3.5707 2.6128 0.8102  0.101
H176 2.5463 -3.5323 4.7711  0.037
H177 -1.3304 -1.2542 -4.7756  0.514
H178 -3.2379 8.3705 -2.0461  0.411
H179 -3.0568 0.1592 0.8243  -1.751
H180 -3.1948 4.1726 -6.9427  0.420
C75 0.5561 3.9584 -2.3986  1.735
H181 4.9532 -0.6917 0.8863  -0.573
C76 0.4521 2.9337 -3.4887  -1.352
C77 1.9832 6.6491 1.6513  0.082
H182 0.5121 -0.9688 7.1434  0.153
C78 5.5481 -0.1507 -3.6902  0.438
H183 0.8368 -4.2573 6.7201  -0.055
C79 -2.4082 4.4461 -4.9842  -0.138
H184 -10.1761 3.8920 -5.1971  0.404
H185 7.2341 -4.8923 -0.0797  0.275
H186 -5.5296 3.3859 -6.2872  0.358
C80 0.9397 -0.4712 9.9738  -1.455
H187 -6.2035 -2.2578 3.1598  0.380
H188 0.4325 0.4395 -4.1413  0.762
C81 -1.7961 -4.3641 -0.5296  1.980
C82 -4.8183 -1.3818 1.7397  0.226
H189 2.7684 6.6109 3.6087  0.295
H190 7.9160 -1.3814 -3.9606  0.207
H191 7.9335 -3.2515 -0.1598  0.485
H192 1.1907 -0.3054 0.3758  0.119

## Properties
HOMO-LUMO gap: 10.4 eV
HOMO energy: -9.677 eV